The following is a DFT calculation (ωB97M-V with the def2-TZVPD basis set) of a structure of composition C36H46B3FN4O11.

Each line ends with the Löwdin charge.
Cartesian coordinates (Å):
C1 -6.40 -2.20 -3.77  -0.12
C2 -5.47 -2.84 -2.74  -0.27
C3 -4.03 -3.02 -3.22  -0.22
C4 -3.45 -1.77 -3.92  -0.22
C5 -3.19 -0.65 -2.92  -0.21
C6 -2.20 0.41 -3.46  -0.21
C7 -2.08 1.61 -2.50  -0.19
C8 -0.78 1.57 -1.67  -0.19
C9 -0.96 0.83 -0.31  -0.18
C10 0.06 -0.34 -0.23  -0.05
B1 0.14 -1.06 1.16  -0.56
O1 -0.94 -1.63 1.83  0.22
B2 -0.57 -2.60 2.75  -0.32
O2 0.63 -3.28 2.66  0.23
B3 1.55 -2.60 1.88  -0.51
C11 2.71 -3.28 1.05  -0.22
C12 2.06 -4.01 -0.14  0.00
F1 3.55 -2.26 0.57  -0.03
O3 1.38 -1.22 1.79  0.29
H1 -7.45 -2.49 -3.66  0.07
H2 -6.09 -2.39 -4.80  0.07
H3 -6.37 -1.11 -3.65  0.07
H4 -5.85 -3.82 -2.42  0.10
H5 -5.49 -2.22 -1.84  0.10
H6 -3.35 -3.23 -2.40  0.10
H7 -3.95 -3.85 -3.94  0.11
H8 -4.08 -1.44 -4.75  0.10
H9 -2.50 -2.10 -4.36  0.11
H10 -2.72 -1.06 -2.02  0.10
H11 -4.13 -0.17 -2.62  0.11
H12 -2.48 0.74 -4.46  0.07
H13 -1.24 -0.11 -3.56  0.11
H14 -2.06 2.52 -3.11  0.09
H15 -2.95 1.66 -1.84  0.11
H16 -0.01 1.04 -2.25  0.09
H17 -0.41 2.58 -1.49  0.10
H18 -0.87 1.53 0.52  0.11
H19 -1.95 0.38 -0.35  0.10
H20 1.06 0.03 -0.47  0.11
H21 -0.17 -1.09 -0.99  0.12
H22 -1.30 -2.88 3.64  0.13
H23 3.33 -3.97 1.62  0.12
H24 2.76 -4.09 -0.98  0.09
H25 1.19 -3.44 -0.46  0.08
H26 1.72 -4.98 0.22  0.10
C13 5.59 1.94 1.38  -0.07
C14 6.30 1.90 0.19  -0.07
C15 5.64 2.10 -1.02  0.00
C16 4.28 2.33 -1.00  -0.15
C17 3.56 2.37 0.18  0.00
C18 4.23 2.17 1.38  -0.06
N1 3.57 2.56 -2.27  -0.35
O4 4.22 2.50 -3.30  0.08
O5 2.38 2.79 -2.21  0.07
H27 6.11 1.79 2.32  0.11
H28 7.37 1.72 0.19  0.11
H29 6.19 2.07 -1.95  0.12
H30 2.49 2.55 0.17  0.12
H31 3.68 2.19 2.31  0.11
C19 3.90 -4.65 8.69  -0.07
C20 4.78 -4.90 7.65  -0.06
C21 4.33 -4.87 6.34  0.00
C22 3.00 -4.60 6.09  -0.14
C23 2.10 -4.36 7.12  0.00
C24 2.56 -4.39 8.43  -0.06
N2 2.51 -4.56 4.70  -0.30
O6 3.32 -4.79 3.82  0.08
O7 1.35 -4.28 4.51  0.10
H32 4.26 -4.66 9.71  0.11
H33 5.82 -5.10 7.85  0.11
H34 5.01 -5.06 5.52  0.12
H35 1.06 -4.16 6.91  0.12
H36 1.88 -4.20 9.24  0.11
C25 -0.27 6.47 -7.62  -0.07
C26 -1.63 6.38 -7.36  -0.07
C27 -2.16 5.23 -6.81  0.00
C28 -1.31 4.18 -6.51  -0.14
C29 0.05 4.25 -6.77  0.00
C30 0.57 5.40 -7.32  -0.06
N3 -1.86 2.96 -5.90  -0.33
O8 -3.06 2.92 -5.70  0.08
O9 -1.09 2.07 -5.63  0.08
H37 0.14 7.38 -8.04  0.11
H38 -2.28 7.22 -7.59  0.11
H39 -3.22 5.16 -6.61  0.12
H40 0.70 3.41 -6.53  0.12
H41 1.63 5.47 -7.52  0.11
C31 -3.23 1.37 3.59  -0.05
C32 -1.98 0.81 3.37  -0.05
C33 -0.89 1.24 4.11  0.01
C34 -1.07 2.23 5.07  -0.15
C35 -2.31 2.80 5.29  -0.01
C36 -3.39 2.37 4.55  -0.06
N4 0.08 2.67 5.87  -0.35
O10 1.16 2.16 5.63  0.07
O11 -0.11 3.52 6.72  0.08
H42 -4.08 1.03 3.02  0.11
H43 -1.84 0.03 2.63  0.09
H44 0.09 0.81 3.95  0.12
H45 -2.43 3.57 6.04  0.12
H46 -4.37 2.81 4.71  0.11

Calculated values
Electronic energy, eV: -71303.4290
HOMO level, eV: -9.91
F_max, eV/Å: 2.67
LUMO level, eV: -0.53